Entry 1:
36
Properties=species:S:1:pos:R:3:lowdin_charge:R:1 method="wB97M-V/def2-TZVPD" total_charge=-3 multiplicity=1 e_tot_ha=-5374.22661 lumo_ev=6.45
O -1.4680 1.3124 -0.0349 -0.49
O 0.0554 1.1767 -2.0712 -0.46
O 3.7504 -3.2377 0.7046 -0.39
Cl 0.8996 0.5247 3.0721 0.88
Hf -0.2565 -0.3324 -0.0945 1.75
O -1.8224 -0.5719 -1.5999 -0.48
O -0.7956 1.9283 -4.1911 -0.42
O -0.5645 -2.2487 0.3044 -0.40
O 1.8097 -1.7085 0.9665 -0.48
O -1.7229 2.4905 1.9102 -0.33
Cl -0.0642 2.3607 -2.8629 0.85
O 3.6265 0.3085 0.6899 -0.29
O 1.6369 0.2082 -0.5131 -0.51
Cl -2.6059 -0.8949 -2.8646 0.82
O -3.7838 1.9784 0.6894 -0.32
Cl -1.7315 -2.2773 1.1696 0.80
O -2.0239 -0.8148 1.1719 -0.37
O -2.8123 -3.0376 0.5925 -0.25
Cl 2.7801 -2.5867 1.6708 0.81
O -2.2782 3.6137 -0.1225 -0.34
O 0.5065 0.2570 1.6320 -0.49
O 0.3844 -0.5727 3.8639 -0.30
O 3.7931 -0.2124 -1.7219 -0.34
O 3.0520 1.9413 -0.8656 -0.32
O 2.5183 0.5400 3.1223 -0.35
O 1.9830 -3.5977 2.4310 -0.39
O -4.0727 -1.0578 -2.7507 -0.34
O 0.4562 1.8514 3.4773 -0.31
O -2.0892 -2.1863 -3.4447 -0.39
O -1.4310 -2.7567 2.5221 -0.24
O 1.3044 2.8647 -3.3352 -0.39
O -2.3869 -0.0083 -4.0199 -0.33
Cl -2.3527 2.3034 0.6074 0.81
O -0.8376 3.5502 -2.1590 -0.39
O 3.5184 -1.6210 2.6366 -0.40
Cl 3.0249 0.5131 -0.5829 0.78

---

Entry 2:
19
Properties=species:S:1:pos:R:3:lowdin_charge:R:1 method="wB97M-V/def2-TZVPD" total_charge=+3 multiplicity=1 e_tot_ha=-5194.48654 lumo_ev=-9.35
Li 2.1590 0.3026 3.2599 0.60
Li 1.8057 0.8051 -3.2807 0.49
Cl -4.3511 -2.1207 -1.8972 -0.19
Cl -0.9930 4.5961 -1.0345 -0.54
Cl -0.5552 -3.2345 -0.8473 -0.17
Mg -4.6763 -2.3559 0.4870 0.58
Li 3.9487 -0.8582 -0.1761 0.53
Cl -0.5582 0.6943 -3.1129 -0.40
Cl -0.1913 0.1337 3.5471 -0.43
Li -1.4184 4.6635 1.3746 0.74
K -0.7174 -0.0680 0.0737 0.35
Li -0.8405 2.9821 -3.3706 0.61
Cl -3.5146 -0.8460 1.6163 -0.11
Cl 2.6614 -2.8016 1.0715 -0.21
Li 2.9991 3.0743 -0.3634 0.75
Cl 2.6202 1.0733 0.8965 -0.42
Cl 3.1327 -0.9696 -2.6296 -0.47
Li -2.4019 -0.6977 3.6997 0.60
Mg 0.8912 -4.3727 0.6862 0.70

---

Entry 3:
33
Properties=species:S:1:pos:R:3:lowdin_charge:R:1 method="wB97M-V/def2-TZVPD" e_above_lowest_kj_mol=28.4 multiplicity=1 e_tot_ha=-1468.97972 lumo_ev=-1.21
H -0.8173 0.8150 -2.2289 -0.02
O 1.2617 3.5880 1.4201 -0.11
H 1.2167 -0.0090 -3.4089 0.01
O -0.0263 -1.8090 2.0631 -0.03
H 2.4307 -0.9440 -3.1369 -0.01
Cs 1.8577 3.8310 -1.5909 1.09
H -0.3333 1.6400 4.6841 0.05
H -0.8873 -2.5150 -1.8089 0.04
H -0.8983 -1.5220 1.8051 0.03
H -2.7943 0.8000 -1.5169 -0.06
O -0.8683 1.5640 1.8921 -0.07
O -0.1563 0.1030 -0.8269 -0.35
H -4.1543 0.1340 -1.3019 0.03
O -1.5823 1.2510 -2.6119 -0.05
H 0.8277 4.2620 1.9131 0.05
O -1.3023 -2.6300 -0.9409 -0.08
O 2.0387 0.8810 -1.3319 -0.51
O 1.7667 -1.4140 -0.4719 -0.31
H 0.6037 -1.2350 1.6091 -0.02
O 1.4077 0.5380 0.9751 -0.35
H -0.6173 -2.4350 -0.2359 0.01
O 0.3637 1.1630 4.1811 -0.07
O 0.7837 -4.7290 -0.0749 -0.01
H 0.6937 -4.9500 0.8131 0.00
H -1.8563 0.8540 -3.4419 0.07
O -3.4653 0.6500 -0.8699 -0.06
Cl 1.2727 0.0230 -0.4099 0.80
H 1.0197 -3.8160 0.0001 -0.01
H 0.0717 1.4150 3.3191 -0.07
H 1.5757 3.0160 2.0711 0.01
O 1.7727 -0.7200 -3.7429 -0.03
H -0.0243 1.5450 1.3831 -0.01
H -1.1823 0.6560 1.8231 0.05

---

Entry 4:
5
Properties=species:S:1:pos:R:3:lowdin_charge:R:1 method="wB97M-V/def2-TZVPD" e_above_lowest_kj_mol=400.0 multiplicity=1 e_tot_ha=-950.03364 lumo_ev=-1.30
H 1.3580 -0.4617 -0.3846 0.00
Si 0.2664 0.2581 0.2271 0.34
Cl -0.9023 0.5014 1.7742 0.47
F -0.8357 -1.7603 -0.8152 -0.62
F 0.1136 1.4624 -0.8015 -0.19

---

no.,frontier orbital gap (eV)
1,8.320
2,7.169
3,8.785
4,9.150